ORCA calculation (ωB97M-V/def2-TZVPD) on 2 unconnected molecules or ions with the total composition C4H10N2O3 at a distorted geometry.

Cartesian coordinates (Å):
C  1.908  -0.846  -0.972
C  1.579  -0.198  0.333
C  2.069  0.977  0.722
H  1.036  -0.840  1.043
H  0.992  -1.068  -1.519
H  2.525  -0.192  -1.584
H  2.430  -1.789  -0.815
H  1.876  1.385  1.700
H  2.657  1.589  0.055
N  -1.047  0.429  -0.155
C  -1.917  -0.028  0.884
N  -2.674  -1.098  0.517
O  -0.731  1.775  -0.093
O  -1.315  0.016  -1.458
O  -2.020  0.581  1.919
H  0.134  1.813  0.372
H  -1.882  0.665  -1.910
H  -3.228  -1.526  1.239
H  -2.391  -1.648  -0.277

Output
Molecular weight   134.14 g mol⁻¹
HOMO   -9.39 eV
SMILES   NC(=O)N(O)O.C=CC
HOMO-LUMO gap   10.06 eV
Net charge   0
Total energy   -493.5315 a.u.
Strongest force on any atom   0.037 hartree/bohr

ORCA calculation (ωB97M-V/def2-TZVPD) on a gas-phase ion, C21H29OSi (charge +1) at a distorted geometry.

Cartesian coordinates (Å):
C  -0.551  2.960  0.947
C  -0.346  2.077  -0.227
C  0.072  0.623  -0.089
O  -0.616  2.591  -1.422
Si  -1.979  2.481  -2.604
C  -2.739  4.161  -2.704
C  -1.119  1.997  -4.169
C  -3.221  1.244  -1.997
H  -0.326  2.371  1.827
H  0.137  3.825  0.846
H  -1.563  3.390  1.037
H  0.147  0.281  -1.108
H  -0.819  0.147  0.456
H  -3.575  4.120  -3.411
H  -3.139  4.498  -1.742
H  -2.033  4.919  -3.066
H  -1.878  1.807  -4.947
H  -0.457  2.805  -4.534
H  -0.514  1.080  -4.057
H  -3.970  1.177  -2.789
H  -2.787  0.257  -1.837
H  -3.705  1.587  -1.084
C  0.137  0.367  5.940
C  0.763  0.081  4.619
C  1.456  1.055  3.905
C  1.764  0.871  2.579
C  1.381  -0.309  1.906
C  1.317  -0.231  0.407
C  1.394  -1.613  -0.280
C  2.412  -1.918  -1.229
C  2.409  -3.105  -1.965
C  1.396  -4.055  -1.804
C  1.283  -5.241  -2.705
C  0.460  -3.835  -0.797
C  0.443  -2.638  -0.055
C  1.023  -1.411  2.735
C  0.650  -1.184  4.053
H  -0.578  -0.397  6.248
H  0.927  0.400  6.688
H  -0.361  1.337  5.974
H  1.601  2.006  4.379
H  2.297  1.671  2.030
H  2.167  0.362  0.036
H  3.218  -1.185  -1.428
H  3.129  -3.281  -2.751
H  0.607  -5.979  -2.287
H  0.935  -5.015  -3.714
H  2.258  -5.701  -2.804
H  -0.347  -4.551  -0.646
H  -0.319  -2.475  0.721
H  0.979  -2.432  2.320
H  0.182  -1.995  4.601

Output
Molecular weight   325.55 g mol⁻¹
HOMO   -11.26 eV
HOMO-LUMO gap   6.54 eV
Net charge   +1
Total energy   -1182.1108 a.u.
Strongest force on any atom   0.067 hartree/bohr

ORCA calculation (ωB97M-V/def2-TZVPD) on 14 unconnected molecules or ions with the total composition C19H66N2O14 at a distorted geometry.

Cartesian coordinates (Å):
C  -11.221  -4.126  25.650
C  -10.102  -4.483  26.637
O  -8.890  -4.760  26.000
H  -10.905  -3.339  25.013
H  -12.128  -3.871  26.197
H  -11.537  -4.966  25.010
H  -10.329  -5.404  27.285
H  -9.972  -3.744  27.325
H  -8.732  -5.679  26.133
C  -15.418  -8.756  23.252
C  -14.231  -9.687  23.188
O  -13.751  -9.724  21.789
H  -15.000  -7.722  23.460
H  -16.164  -9.059  23.951
H  -15.837  -8.647  22.301
H  -14.634  -10.635  23.391
H  -13.523  -9.404  23.864
H  -13.437  -8.811  21.550
C  -14.669  -0.286  28.203
C  -14.502  -1.458  27.200
O  -13.976  -0.872  26.038
H  -15.606  0.165  28.333
H  -14.026  0.515  27.884
H  -14.241  -0.732  29.141
H  -15.438  -2.045  26.971
H  -13.785  -2.174  27.479
H  -13.046  -1.087  25.824
C  -14.153  -10.513  27.543
C  -13.339  -10.191  26.417
O  -12.133  -10.958  26.335
H  -13.618  -10.408  28.448
H  -14.610  -11.478  27.484
H  -14.985  -9.826  27.718
H  -12.964  -9.171  26.309
H  -13.878  -10.420  25.550
H  -12.375  -11.791  25.957
C  -13.445  -4.987  20.074
C  -14.290  -5.738  21.020
O  -15.238  -4.817  21.589
H  -13.200  -5.606  19.235
H  -12.478  -4.790  20.571
H  -13.793  -4.014  19.802
H  -13.913  -6.298  21.910
H  -14.754  -6.574  20.497
H  -14.853  -4.105  22.104
C  -14.886  -5.192  25.431
O  -14.913  -4.373  26.527
N  -14.261  -6.323  25.452
N  -15.378  -4.859  24.311
H  -13.764  -6.413  26.324
H  -13.912  -6.910  24.667
H  -15.756  -3.897  24.187
H  -15.216  -5.387  23.411
C  -18.939  -3.674  26.313
O  -19.590  -4.552  25.483
H  -19.220  -3.858  27.378
H  -19.173  -2.646  26.009
H  -17.899  -3.823  26.027
H  -18.930  -5.244  25.224
C  -14.607  -3.908  29.715
O  -13.360  -3.962  28.981
H  -14.834  -2.902  30.000
H  -14.370  -4.447  30.580
H  -15.478  -4.429  29.215
H  -13.321  -4.597  28.303
C  -17.857  -6.678  22.937
O  -17.827  -6.440  24.310
H  -17.288  -5.903  22.421
H  -18.914  -6.683  22.770
H  -17.563  -7.683  22.622
H  -17.054  -5.853  24.411
C  -13.001  -3.285  23.299
O  -13.687  -2.722  22.221
H  -12.887  -4.367  23.269
H  -13.501  -3.015  24.157
H  -12.064  -2.881  23.299
H  -13.948  -1.865  22.578
C  -17.250  -6.823  27.213
O  -16.201  -7.690  26.736
H  -17.274  -6.839  28.262
H  -18.209  -7.239  26.932
H  -17.263  -5.847  26.870
H  -15.589  -7.186  26.190
C  -13.538  -7.192  28.581
O  -12.790  -6.636  27.531
H  -14.614  -7.280  28.430
H  -13.328  -6.648  29.551
H  -13.230  -8.207  28.614
H  -12.000  -7.256  27.482
C  -17.469  -2.128  23.773
O  -16.343  -2.328  24.596
H  -18.219  -1.677  24.421
H  -17.936  -3.076  23.473
H  -17.249  -1.561  22.843
H  -15.995  -1.480  24.679
C  -11.132  -7.668  24.403
O  -11.978  -6.980  23.569
H  -10.039  -7.665  24.315
H  -11.420  -8.707  24.565
H  -11.186  -7.131  25.397
H  -11.926  -7.373  22.675

Output
Molecular weight   546.74 g mol⁻¹
HOMO   -9.39 eV
HOMO-LUMO gap   9.49 eV
Net charge   0
Total energy   -1926.0421 a.u.
Strongest force on any atom   0.153 hartree/bohr

ORCA calculation (ωB97M-V/def2-TZVPD) on C6H10O in the gas phase.

Cartesian coordinates (Å):
O  0.685  2.399  2.174
C  -0.450  2.228  1.789
C  -0.890  1.057  0.949
C  0.267  0.179  0.487
C  -0.058  -1.247  0.266
C  -0.415  -1.385  -1.948
C  0.669  -1.786  -0.903
H  -1.250  2.949  2.058
H  -1.606  0.461  1.532
H  -1.459  1.446  0.092
H  0.962  0.063  1.343
H  0.860  0.686  -0.295
H  -1.416  -1.426  -1.493
H  -0.408  -2.080  -2.791
H  -0.243  -0.367  -2.310
H  0.791  -2.873  -0.885
H  1.624  -1.305  -1.172

Output
Molecular weight   98.14 g mol⁻¹
HOMO   -8.39 eV
HOMO-LUMO gap   8.86 eV
Net charge   0
Total energy   -309.7158 a.u.
Strongest force on any atom   0.013 hartree/bohr

ORCA calculation (ωB97M-V/def2-TZVPD) on a molecular structure, C59H44N7OS3Ti.

Cartesian coordinates (Å):
Ti  -0.122  -0.772  -0.020
C  6.241  -2.081  3.767
C  5.837  -0.763  3.914
C  4.737  -0.290  3.215
C  4.010  -1.122  2.364
C  4.437  -2.438  2.212
C  5.539  -2.912  2.907
C  2.843  -0.522  1.651
C  1.714  -0.104  2.458
C  1.663  0.102  3.841
C  0.341  0.378  4.165
C  -0.388  0.314  2.961
C  -1.750  0.647  2.751
C  -2.574  1.021  3.933
C  -3.713  0.283  4.254
C  -4.498  0.613  5.348
C  -4.163  1.695  6.148
C  -3.035  2.443  5.842
C  -2.251  2.106  4.749
C  -2.380  0.696  1.511
N  -1.861  0.230  0.291
C  -2.855  0.448  -0.654
C  -2.870  -0.092  -1.959
C  -4.064  0.228  -2.794
C  -3.945  1.143  -3.837
C  -5.032  1.453  -4.641
C  -6.260  0.849  -4.410
C  -6.390  -0.064  -3.373
C  -5.301  -0.370  -2.572
C  -1.940  -0.941  -2.494
C  -2.202  -1.742  -3.671
C  -1.153  -2.547  -3.864
C  -0.122  -2.195  -2.890
N  -0.686  -1.263  -1.980
C  1.145  -2.684  -3.003
C  2.308  -2.171  -2.259
C  3.708  -2.118  -2.773
C  4.013  -1.054  -1.755
C  2.829  -0.413  0.299
N  2.469  -2.469  -0.823
C  1.509  -3.640  -4.081
C  1.390  -3.321  -5.432
C  1.806  -4.207  -6.415
C  2.367  -5.426  -6.066
C  2.514  -5.749  -4.722
C  2.093  -4.863  -3.745
C  -3.947  1.106  -0.054
C  -3.671  1.236  1.280
N  0.451  -0.014  1.927
H  7.100  -2.453  4.309
H  6.385  -0.095  4.568
H  4.433  0.744  3.313
H  3.930  -3.083  1.511
H  5.856  -3.938  2.764
H  2.502  0.062  4.513
H  -0.063  0.591  5.140
H  -3.976  -0.561  3.630
H  -5.375  0.019  5.575
H  -4.776  1.958  7.001
H  -2.760  3.296  6.451
H  -1.368  2.684  4.521
H  -2.982  1.607  -4.011
H  -4.920  2.168  -5.447
H  -7.110  1.089  -5.036
H  -7.345  -0.541  -3.189
H  -5.400  -1.081  -1.761
H  -3.121  -1.717  -4.235
H  -1.043  -3.301  -4.624
H  4.279  -2.668  -3.497
H  4.920  -0.467  -1.785
H  0.977  -2.359  -5.711
H  1.703  -3.934  -7.458
H  2.696  -6.118  -6.832
H  2.959  -6.692  -4.433
H  2.218  -5.108  -2.696
H  -4.838  1.425  -0.569
H  -4.287  1.703  2.031
C  3.488  1.673  -3.526
S  2.380  0.310  -3.919
C  2.917  -0.878  -2.741
S  1.706  0.643  -0.582
N  3.521  -1.417  -0.430
N  1.257  -2.359  -0.120
C  1.188  -3.173  0.933
C  -0.024  -3.196  1.638
C  -0.242  -3.971  2.799
C  -1.492  -3.995  3.347
C  -2.525  -3.240  2.748
C  -2.223  -2.439  1.675
N  -0.998  -2.388  1.125
H  3.177  2.514  -4.144
H  4.525  1.438  -3.765
H  3.396  1.951  -2.478
H  2.025  -3.792  1.227
H  0.581  -4.528  3.225
H  -1.690  -4.583  4.234
H  -3.530  -3.243  3.145
H  -2.962  -1.792  1.221
C  1.440  4.047  3.257
S  1.690  3.210  1.694
O  2.783  3.959  1.003
C  0.169  3.641  0.866
C  0.264  3.669  -0.522
C  -0.870  3.903  -1.281
C  -2.092  4.117  -0.661
C  -2.179  4.096  0.722
C  -1.051  3.848  1.491
H  1.182  5.095  3.113
H  2.395  3.955  3.771
H  0.685  3.517  3.829
H  1.224  3.497  -0.988
H  -0.799  3.903  -2.361
H  -2.982  4.273  -1.256
H  -3.134  4.240  1.209
H  -1.145  3.794  2.567

Output
Molecular weight   1011.12 g mol⁻¹
HOMO (alpha / beta)   -2.72 / -3.82 eV
HOMO-LUMO gap (alpha / beta)   4.97 / 5.43 eV
Net charge   -1
Spin multiplicity   3
Total energy   -4777.2674 a.u.
Strongest force on any atom   0.018 hartree/bohr

ORCA calculation (ωB97M-V/def2-TZVPD) on C19H27N5O3 in the gas phase at a distorted geometry.

Cartesian coordinates (Å):
C  6.205  -1.312  2.081
H  6.671  -2.045  1.426
C  6.842  0.059  1.887
C  6.808  0.541  0.437
C  5.396  0.824  -0.070
C  5.406  1.427  -1.472
H  5.913  0.746  -2.160
H  5.964  2.365  -1.461
C  3.986  1.703  -1.984
C  3.228  0.439  -2.176
N  2.201  0.192  -1.479
N  1.523  -0.957  -1.647
C  0.428  -1.231  -0.890
N  -0.210  -2.349  -1.086
N  -1.286  -2.607  -0.344
C  -1.705  -1.789  0.562
C  -1.037  -0.518  0.870
O  -1.339  0.288  1.724
N  0.066  -0.315  0.048
H  0.625  0.528  0.140
C  -2.960  -2.121  1.309
C  -4.089  -1.331  0.689
C  -4.785  -1.828  -0.395
C  -5.796  -1.080  -0.982
C  -6.113  0.180  -0.504
C  -5.391  0.700  0.594
C  -4.397  -0.064  1.176
H  -3.828  0.318  2.008
O  -5.748  1.952  0.997
C  -5.039  2.526  2.067
H  -5.450  3.528  2.187
H  -3.967  2.595  1.853
H  -5.184  1.962  2.995
O  -7.083  0.995  -1.011
C  -7.837  0.532  -2.101
H  -8.391  -0.380  -1.851
H  -7.208  0.343  -2.978
H  -8.542  1.329  -2.331
H  -6.330  -1.495  -1.822
H  -4.543  -2.802  -0.791
H  -3.149  -3.190  1.220
H  -2.839  -1.840  2.355
H  1.797  -1.652  -2.339
H  3.604  -0.265  -2.926
H  4.048  2.223  -2.943
H  3.452  2.335  -1.274
H  4.899  1.517  0.614
H  4.816  -0.100  -0.084
H  7.398  1.458  0.359
H  7.280  -0.208  -0.203
H  6.333  0.789  2.521
H  7.884  0.012  2.212
H  6.331  -1.643  3.109
H  5.140  -1.283  1.865

Output
Molecular weight   373.46 g mol⁻¹
HOMO   -7.65 eV
SMILES   CCCCCC/C=N/Nc1nnc(Cc2ccc(OC)c(OC)c2)c(=O)[nH]1
HOMO-LUMO gap   8.09 eV
Net charge   0
Total energy   -1239.6494 a.u.
Strongest force on any atom   0.029 hartree/bohr

ORCA calculation (ωB97M-V/def2-TZVPD) on C30H52ClO3P in the gas phase.

Cartesian coordinates (Å):
C  5.913  0.376  1.739
C  6.379  -0.659  0.710
C  5.571  -1.953  0.773
C  5.965  -2.955  -0.325
C  5.857  -2.456  -1.761
C  4.511  -2.628  -2.468
C  3.208  -2.182  -1.801
C  3.028  -0.704  -1.476
C  3.239  0.228  -2.679
C  2.223  1.367  -2.822
C  2.434  2.498  -1.793
C  1.262  2.721  -0.798
C  1.686  2.757  0.660
C  0.547  3.131  1.621
C  0.850  2.710  3.074
C  -0.273  1.936  3.771
C  -1.078  0.909  2.942
C  -1.208  -0.480  3.574
C  -2.085  -1.380  2.677
C  -3.567  -1.145  3.072
C  -4.540  -0.981  1.942
C  -5.049  -2.003  1.236
C  -6.078  -1.750  0.214
O  -6.857  -2.609  -0.143
C  -6.166  -0.360  -0.372
C  -6.837  -0.256  -1.708
C  -5.797  -0.143  -2.839
C  -5.047  -1.442  -3.103
C  -3.634  -1.190  -3.630
C  -5.665  0.671  0.336
P  -5.807  2.358  -0.354
O  -6.153  3.215  0.988
Cl  -3.809  2.814  -0.518
C  -5.031  0.400  1.658
O  -4.910  1.265  2.498
H  4.827  0.378  1.808
H  6.223  1.376  1.440
H  6.337  0.169  2.719
H  6.260  -0.197  -0.267
H  7.434  -0.889  0.853
H  4.498  -1.762  0.778
H  5.793  -2.422  1.735
H  7.021  -3.173  -0.141
H  5.449  -3.908  -0.205
H  6.558  -3.040  -2.361
H  6.186  -1.425  -1.848
H  4.582  -2.141  -3.440
H  4.379  -3.695  -2.663
H  2.435  -2.419  -2.528
H  2.987  -2.791  -0.923
H  3.668  -0.376  -0.656
H  2.001  -0.590  -1.115
H  3.252  -0.326  -3.615
H  4.208  0.702  -2.520
H  1.203  1.003  -2.697
H  2.310  1.770  -3.829
H  3.382  2.360  -1.275
H  2.519  3.442  -2.331
H  0.490  1.961  -0.914
H  0.811  3.679  -1.061
H  2.474  3.498  0.795
H  2.090  1.776  0.920
H  -0.403  2.726  1.282
H  0.452  4.216  1.581
H  1.788  2.157  3.075
H  1.026  3.601  3.676
H  -1.001  2.657  4.140
H  0.120  1.428  4.653
H  -0.671  0.769  1.940
H  -2.091  1.301  2.840
H  -1.738  -0.375  4.521
H  -0.232  -0.914  3.777
H  -1.894  -1.158  1.629
H  -1.822  -2.418  2.867
H  -3.900  -1.998  3.659
H  -3.625  -0.255  3.690
H  -4.758  -3.022  1.445
H  -7.428  -1.149  -1.891
H  -7.483  0.616  -1.740
H  -5.074  0.627  -2.567
H  -6.285  0.187  -3.755
H  -4.952  -2.053  -2.206
H  -5.566  -2.053  -3.840
H  -3.143  -2.148  -3.771
H  -3.663  -0.665  -4.582
H  -3.049  -0.623  -2.908
H  -7.068  3.506  0.932

Output
Molecular weight   527.17 g mol⁻¹
HOMO   -9.13 eV
SMILES   CCCCCCCCCCCCCCCCCCCCC1=CC(=O)C(CCCC)=C(P(O)Cl)C1=O
HOMO-LUMO gap   7.90 eV
Net charge   0
Total energy   -2201.5721 a.u.
Strongest force on any atom   0.016 hartree/bohr

ORCA calculation (ωB97M-V/def2-TZVPD) on a molecular structure, C8H20Br4GaNO3P at a distorted geometry.

Cartesian coordinates (Å):
C  1.920  -0.556  0.348
N  1.069  0.264  -0.552
C  0.659  1.555  0.072
C  -0.079  -0.481  -1.089
O  -0.472  -0.135  -2.238
C  -0.777  -1.674  -0.335
Ga  -2.839  -1.581  -0.267
P  -3.749  0.577  -0.170
O  -3.396  1.485  -1.592
O  -3.136  1.330  1.254
H  2.990  -0.142  0.372
H  1.518  -0.615  1.417
H  1.939  -1.622  -0.059
H  -0.465  1.711  0.124
H  1.051  1.701  1.136
H  1.139  2.389  -0.555
H  -0.403  -1.845  0.728
H  -0.516  -2.630  -0.918
H  -3.291  -2.323  1.106
H  -3.568  -2.339  -1.487
H  -4.217  1.460  -2.125
H  -3.732  2.046  1.540
Br  2.091  -3.827  -1.589
C  2.601  -2.397  -2.812
C  2.587  -2.868  -4.243
Br  4.160  -3.949  -4.650
H  3.575  -2.033  -2.487
H  1.855  -1.613  -2.659
H  2.641  -2.021  -4.927
H  1.715  -3.473  -4.488
Br  0.935  1.151  3.596
C  0.087  2.677  4.460
C  -0.985  3.274  3.582
Br  -0.210  4.350  2.154
H  0.879  3.381  4.713
H  -0.347  2.279  5.378
H  -1.607  3.966  4.153
H  -1.621  2.526  3.108

Output
Molecular weight   598.57 g mol⁻¹
HOMO   -3.46 eV
HOMO-LUMO gap   5.76 eV
Net charge   -1
Total energy   -13159.4923 a.u.
Strongest force on any atom   0.069 hartree/bohr